This record from the Open Molecules 2025 dataset describes one molecule with the formula C20H18N2O6 at a distorted geometry. The level of theory is ωB97M-V/def2-TZVPD.

Spin multiplicity = 1
Frontier orbital gap = 8.621 eV
Maximum force = 9.27 eV Å⁻¹
Energy = -36296.3743 eV
SMILES = Cc1ccccc1OCC(=O)Nc1ccc2c(c1)C(=O)N(CCC(=O)O)C2=O
Energy relative to the best compared isomer or geometry (same formula, charge and spin) = 307.3 kJ/mol
Highest occupied orbital energy = -9.07 eV
Total charge = 0

Structure (XYZ):
```
46
Properties=species:S:1:pos:R:3:mulliken_charge:R:1
C 3.24 0.16 -1.52 -1.953
C 2.39 -0.75 -2.43 1.831
C 2.29 -2.12 -2.07 -0.757
C 1.50 -2.94 -2.85 -0.423
C 0.79 -2.39 -3.95 -0.676
C 1.01 -1.08 -4.36 -0.640
C 1.84 -0.28 -3.59 0.319
O 2.13 1.04 -3.87 -0.553
C 1.13 1.80 -4.48 -0.890
C -0.18 1.87 -3.67 0.678
O -1.28 2.17 -4.14 -0.627
N 0.10 1.77 -2.28 -0.104
C -0.77 1.59 -1.22 0.716
C -2.17 1.71 -1.17 -0.557
C -2.88 1.27 0.01 -0.555
C -2.23 0.75 1.03 -0.191
C -0.86 0.70 1.00 -0.580
C -0.16 1.07 -0.08 0.427
C -0.42 0.18 2.30 0.537
O 0.75 -0.15 2.51 -0.664
N -1.51 -0.25 3.00 0.190
C -1.43 -0.92 4.35 -0.828
C -1.82 -0.12 5.57 -0.433
C -1.04 -0.70 6.81 0.449
O -1.53 -1.69 7.33 -0.542
O 0.12 -0.20 7.28 -0.477
C -2.58 0.09 2.32 0.210
O -3.78 -0.21 2.68 -0.705
H 4.27 0.21 -1.87 0.357
H 3.11 -0.26 -0.56 0.501
H 3.03 1.20 -1.63 0.493
H 2.90 -2.57 -1.22 0.302
H 1.60 -4.03 -2.79 0.358
H 0.01 -3.04 -4.49 0.289
H 0.62 -0.62 -5.23 0.460
H 1.09 1.53 -5.52 0.431
H 1.54 2.80 -4.54 0.408
H 1.11 1.37 -2.20 0.008
H -2.67 1.92 -2.10 0.481
H -3.93 1.31 0.00 0.543
H 0.95 0.96 -0.08 0.411
H -0.38 -1.35 4.50 0.389
H -2.14 -1.77 4.27 0.248
H -2.91 -0.04 5.64 0.354
H -1.46 0.90 5.47 0.394
H 0.61 -0.87 7.84 0.372
```